No. 1
ORCA calculation (ωB97M-V/def2-TZVPD) on a 2-piece molecular cluster, C5H15NO overall.

Properties
Energy above the lowest of the compared OMol25 structures with the same formula, charge and spin: 18.2 kcal/mol
Multiplicity: 2
E: -8964.0875 eV
Total charge: -1

Element x y z (Å)
C 0.431 -1.527 -0.904
C 0.076 -1.597 -2.390
C 0.723 -0.135 -0.365
N 0.520 0.022 1.084
C -0.746 0.444 1.609
C -2.001 0.101 0.789
H 1.288 -2.184 -0.704
H -0.378 -2.004 -0.339
H 0.940 -1.459 -3.036
H -0.416 -2.543 -2.611
H -0.654 -0.830 -2.643
H 1.761 0.176 -0.546
H 0.098 0.591 -0.872
H 0.870 -0.793 1.559
H -0.795 1.522 1.790
H -0.845 -0.091 2.566
H -2.914 0.232 1.379
H -2.042 -0.930 0.443
H -2.102 0.748 -0.076
H 1.942 3.170 1.824
H 2.147 3.265 0.323
O 2.097 3.821 1.123

Here are the Löwdin charges for atoms 1 to 2, given in e:
1 C -0.31
2 C -0.16

No. 2
ORCA calculation (ωB97M-V/def2-TZVPD) on a 2-piece molecular cluster, C5H15NO overall.

Properties
SMILES: CCCNCC.O
Energy above the lowest of the compared OMol25 structures with the same formula, charge and spin: 32.3 kcal/mol
E: -8964.9600 eV

Element x y z (Å)
C 0.970 1.569 0.601
C 1.330 2.241 1.915
C -0.476 1.700 0.225
N -0.714 0.887 -0.991
C -0.476 -0.461 -1.368
C -1.568 -1.005 -2.262
H 1.554 1.948 -0.232
H 1.124 0.493 0.750
H 2.400 2.178 2.156
H 0.904 1.728 2.784
H 1.090 3.300 2.018
H -0.698 2.712 -0.130
H -1.281 1.483 0.934
H -1.124 1.395 -1.745
H 0.499 -0.641 -1.858
H -0.426 -1.104 -0.468
H -1.470 -2.056 -2.520
H -2.508 -0.805 -1.729
H -1.709 -0.414 -3.174
H 0.556 -4.358 1.519
H 0.909 -5.647 2.182
O 1.116 -5.142 1.392

Here are the Löwdin charges for atoms 1 to 2, given in e:
1 C -0.26
2 C -0.12

No. 3
ORCA calculation (ωB97M-V/def2-TZVPD) on C5H15NO as an isolated structure.

Properties
Energy above the lowest of the compared OMol25 structures with the same formula, charge and spin: 43.2 kcal/mol
E: -8964.4848 eV

Element x y z (Å)
C 1.774 -0.390 1.178
C 1.188 -1.579 0.460
N 0.578 -1.217 -0.814
C -0.412 -2.202 -1.215
H 0.948 0.361 1.240
H 2.140 -0.747 2.123
H 2.583 0.083 0.575
H 1.966 -2.332 0.239
H 0.355 -2.036 1.020
H 1.188 -0.906 -1.536
H -0.254 -0.227 -0.506
H -0.023 -3.233 -1.503
H -0.994 -1.918 -2.125
H -1.100 -2.399 -0.396
C -0.819 1.999 -0.355
O -1.061 0.590 -0.351
C -1.663 2.765 0.689
H -1.052 2.345 -1.337
H 0.299 2.268 -0.203
H -1.553 3.825 0.546
H -1.383 2.520 1.714
H -2.706 2.429 0.556

Here are the Löwdin charges for atoms 1 to 2, given in e:
1 C -0.08
2 C -0.27

No. 4
ORCA calculation (ωB97M-V/def2-TZVPD) on a 2-piece molecular cluster, C5H15NO overall.

Properties
SMILES: CC(C)[C@H](C)N.O
Energy above the lowest of the compared OMol25 structures with the same formula, charge and spin: 20.5 kcal/mol
E: -8965.4676 eV

Element x y z (Å)
C 2.890 0.624 -0.106
C 1.706 0.011 -0.878
C 0.741 -0.775 0.028
C -0.153 -1.733 -0.778
C -0.058 0.120 0.953
N 1.065 0.961 -1.761
H 3.832 0.170 -0.392
H 2.987 1.639 -0.516
H 2.684 0.741 0.956
H 2.186 -0.766 -1.491
H 1.389 -1.449 0.597
H 0.541 -2.257 -1.438
H -0.825 -1.234 -1.466
H -0.615 -2.444 -0.104
H 0.552 0.652 1.683
H -0.433 0.933 0.321
H -0.912 -0.337 1.455
H 0.144 0.716 -2.085
H 1.274 1.939 -1.702
H -6.000 1.473 1.966
H -6.896 0.300 2.200
O -6.096 0.716 2.558

Here are the Löwdin charges for atoms 1 to 2, given in e:
1 C -0.04
2 C -0.45

Please write out number 4 again, unchanged.
ORCA calculation (ωB97M-V/def2-TZVPD) on a 2-piece molecular cluster, C5H15NO overall.

Properties
SMILES: CC(C)[C@H](C)N.O
Energy above the lowest of the compared OMol25 structures with the same formula, charge and spin: 20.5 kcal/mol
E: -8965.4676 eV

Element x y z (Å)
C 2.890 0.624 -0.106
C 1.706 0.011 -0.878
C 0.741 -0.775 0.028
C -0.153 -1.733 -0.778
C -0.058 0.120 0.953
N 1.065 0.961 -1.761
H 3.832 0.170 -0.392
H 2.987 1.639 -0.516
H 2.684 0.741 0.956
H 2.186 -0.766 -1.491
H 1.389 -1.449 0.597
H 0.541 -2.257 -1.438
H -0.825 -1.234 -1.466
H -0.615 -2.444 -0.104
H 0.552 0.652 1.683
H -0.433 0.933 0.321
H -0.912 -0.337 1.455
H 0.144 0.716 -2.085
H 1.274 1.939 -1.702
H -6.000 1.473 1.966
H -6.896 0.300 2.200
O -6.096 0.716 2.558

Here are the Löwdin charges for atoms 1 to 2, given in e:
1 C -0.04
2 C -0.45

> Which formula does entry 1 have?

C5H15NO

> Look up the E of the first one.

-8964.0875 eV

> Which of these has the highest E?

number 1